Below is a cluster of 2 separate species, C3H10O in total at a distorted geometry, with properties calculated with ωB97M-V/def2-TZVPD.

```
14
Properties=species:S:1:pos:R:3:forces:R:3
C 0.864454 1.926071 0.528072 -0.108 -0.269 -0.687
C -0.545985 1.923939 1.148613 -0.065 -0.038 -0.654
H 1.450907 2.790896 0.803537 0.136 0.175 0.218
H 1.444638 1.033726 0.724206 0.088 -0.188 0.725
H 0.878852 1.895355 -0.566921 -0.492 0.340 0.022
H -1.315936 2.170682 0.410683 0.108 -0.438 -0.138
H -0.796188 0.980413 1.637680 -0.009 0.073 -0.163
H -0.697485 2.710779 1.862349 0.343 0.330 0.673
C -0.103816 -2.651491 -0.701786 -0.096 0.328 -1.961
O -0.229045 -2.885225 -2.137832 0.182 -0.597 0.848
H -1.111550 -2.509820 -0.310761 0.210 -0.150 0.520
H 0.476967 -1.730800 -0.654859 0.115 -0.049 0.867
H 0.423151 -3.509623 -0.299517 -0.095 0.108 0.253
H -0.738964 -2.144902 -2.443464 -0.315 0.375 -0.522
```
Forces are in eV/Å.

M: 62.112 g/mol
LUMO energy: 0.846 eV
E_HOMO: -10.4 eV
Energy above the lowest of the compared OMol25 structures with the same formula, charge and spin: 19.8 kcal/mol
SMILES: CC.CO
Gap between HOMO and LUMO: 11.22 eV
Strongest force on any atom: 1.99 eV/Å
DFT total energy: -5319.7555 eV